w:
Density functional theory data (wB97M-V/def2-TZVPD) for a 2-piece molecular cluster, C4H9NO3 overall.

The calculation puts the frontier orbital gap at 9.9 eV. Its spin multiplicity is 1. Its SMILES is N[C@H](C=O)CC=O.O.

Element x y z (Å)
N  -0.169  0.900  1.023
C  -0.957  -0.058  0.221
C  -1.598  -1.045  1.294
O  -1.103  -1.060  2.423
C  -0.020  -0.927  -0.567
C  0.388  -0.295  -1.945
O  0.726  -0.790  -3.016
H  0.414  0.289  1.669
H  -0.759  1.505  1.466
H  -1.758  0.312  -0.524
H  -2.566  -1.489  0.955
H  0.897  -1.096  -0.105
H  -0.441  -1.934  -0.869
H  0.362  0.802  -1.985
O  2.165  1.755  -0.400
H  2.950  1.760  0.175
H  1.469  1.371  0.185


x:
Density functional theory data (wB97M-V/def2-TZVPD) for a 2-piece molecular cluster, C4H9NO3 overall.

The calculation puts the frontier orbital gap at 10.5 eV. Its spin multiplicity is 1. Its SMILES is C/C=C/C(=O)O.NO.

Element x y z (Å)
C  0.970  -0.923  1.810
C  0.453  0.244  1.048
C  1.179  0.987  0.218
C  0.656  2.169  -0.509
O  1.341  3.118  -0.785
O  -0.645  2.127  -0.846
H  0.450  -1.829  1.495
H  2.039  -1.053  1.653
H  0.780  -0.792  2.877
H  -0.601  0.463  1.206
H  2.242  0.826  0.107
H  -1.007  1.231  -0.735
N  -1.883  -1.669  -1.703
O  -0.941  -0.724  -1.180
H  -2.670  -1.133  -2.040
H  -2.213  -2.209  -0.892
H  -0.153  -0.831  -1.724


The structure with the greatest stability is w.


w:
Density functional theory data (wB97M-V/def2-TZVPD) for C4H9NO3 as an isolated structure.

The calculation puts the frontier orbital gap (spin up / spin down) at 7.7 / 7.7 eV. Its spin multiplicity is 1.

Element x y z (Å)
C  0.365  1.036  -0.829
C  1.249  0.353  0.153
C  1.058  0.687  1.586
N  -0.898  0.244  -0.835
C  -0.580  -1.221  -0.877
O  -1.727  0.626  0.251
O  -1.646  -1.881  -0.202
O  -0.231  -1.618  -1.997
H  -2.221  -0.198  0.433
H  -2.031  -2.489  -0.847
H  0.752  0.962  -1.843
H  0.095  2.056  -0.556
H  2.246  0.103  -0.194
H  0.598  -1.068  -0.072
H  0.002  0.541  1.842
H  1.716  0.116  2.237
H  1.253  1.753  1.751


x:
Density functional theory data (wB97M-V/def2-TZVPD) for C4H9NO3 as an isolated structure.

The calculation puts the frontier orbital gap at 10.5 eV. Its spin multiplicity is 1.

Element x y z (Å)
O  -0.373  -1.599  -0.178
C  -1.073  -0.892  0.723
O  -0.926  0.353  0.917
C  -1.852  -1.850  1.644
H  -1.903  -1.415  2.696
H  -2.837  -2.149  1.282
H  -1.231  -2.766  1.703
O  2.091  1.830  0.636
C  1.029  2.040  0.065
C  0.670  1.294  -1.229
N  1.386  0.053  -1.425
H  0.275  2.750  0.465
H  -0.415  1.119  -1.257
H  0.842  1.984  -2.107
H  1.849  0.025  -2.388
H  2.137  0.090  -0.694
H  0.331  -0.867  -0.851


y:
Density functional theory data (wB97M-V/def2-TZVPD) for a 2-piece molecular cluster, C4H9NO3 overall.

The calculation puts the frontier orbital gap at 10.4 eV. Its spin multiplicity is 1. Its SMILES is NC(=O)CCC=O.O.

Element x y z (Å)
N  0.644  -1.527  -0.197
C  0.079  -1.169  0.981
O  0.464  -1.777  2.033
C  -0.724  0.159  1.115
C  0.271  1.363  1.034
C  0.972  1.387  -0.312
O  0.724  0.848  -1.320
H  0.393  -1.068  -1.119
H  0.974  -2.527  -0.044
H  -1.303  0.245  2.040
H  -1.358  0.380  0.181
H  0.924  1.371  1.857
H  -0.283  2.248  1.350
H  1.846  2.117  -0.310
O  -1.313  -0.794  -2.786
H  -1.616  -1.127  -1.981
H  -0.693  -0.129  -2.523


The structure with the greatest stability is x.


w:
Density functional theory data (wB97M-V/def2-TZVPD) for a 2-piece molecular cluster, C4H9NO3 overall.

The calculation puts the frontier orbital gap at 9.3 eV. Its spin multiplicity is 1. Its SMILES is C[C@H]1O[C@H]1O.NC=O.

Element x y z (Å)
C  -1.204  -0.200  2.447
C  -1.311  0.516  1.139
O  -0.155  0.962  0.521
C  -0.659  -0.205  -0.166
O  -0.119  -1.410  -0.017
H  -0.694  0.427  3.179
H  -2.191  -0.464  2.820
H  -0.612  -1.108  2.320
H  -2.190  1.133  0.967
H  -1.322  -0.014  -1.013
H  0.960  -1.286  -0.221
N  1.286  0.261  -2.624
C  1.907  0.299  -1.433
O  2.175  -0.728  -0.790
H  0.791  -0.585  -2.872
H  1.095  1.104  -3.137
H  2.239  1.296  -1.122


x:
Density functional theory data (wB97M-V/def2-TZVPD) for a 2-piece molecular cluster, C4H9NO3 overall.

The calculation puts the frontier orbital gap at 8.5 eV. Its spin multiplicity is 1. Its SMILES is C=C(C)N.O=C(O)O.

Element x y z (Å)
C  0.072  0.585  -1.436
C  0.522  -0.273  -0.453
C  0.028  -1.697  -0.418
N  1.744  -0.055  0.230
H  0.575  1.527  -1.620
H  -0.683  0.295  -2.157
H  -0.010  -2.056  0.614
H  0.681  -2.366  -0.989
H  -0.977  -1.777  -0.843
H  2.473  -0.685  -0.100
H  2.069  0.902  0.128
O  -1.690  1.521  -0.177
C  -1.027  1.075  0.797
O  -1.552  0.151  1.636
O  -0.156  1.840  1.485
H  -2.282  -0.245  1.131
H  0.213  1.258  2.172


The structure with the greatest stability is x.


w:
Density functional theory data (wB97M-V/def2-TZVPD) for a 2-piece molecular cluster, C4H9NO3 overall.

The calculation puts the frontier orbital gap at 10.4 eV. Its spin multiplicity is 1.

Element x y z (Å)
C  -2.306  -0.976  -0.463
C  -0.229  0.191  -0.022
C  -0.637  1.261  0.673
C  1.200  -0.353  -0.012
H  -2.592  0.094  -0.849
H  -2.226  -2.148  -1.345
H  -3.193  -1.339  0.468
H  -0.150  0.335  -1.065
H  -0.037  1.312  1.635
H  -1.695  1.612  0.958
H  0.640  2.067  -0.613
H  0.804  -2.250  0.785
H  2.437  -1.611  -0.067
N  1.449  -1.548  0.284
O  -0.947  -1.014  0.280
O  -0.234  2.241  -0.229
O  2.144  0.277  -0.420


x:
Density functional theory data (wB97M-V/def2-TZVPD) for a single C4H9NO3 molecule.

The calculation puts the frontier orbital gap at 10.0 eV. Its spin multiplicity is 1. Its SMILES is C[C@@H](O)[C@H](N)C(=O)O.

Element x y z (Å)
C  1.801  -0.839  -0.482
C  0.638  -0.376  0.549
O  0.950  0.662  1.316
C  -0.539  0.054  -0.350
N  -0.705  1.495  -0.565
C  -1.847  -0.491  0.196
O  -2.096  -1.672  0.217
O  -2.676  0.445  0.472
H  1.480  -0.917  -1.533
H  2.737  -0.317  -0.395
H  2.023  -1.772  -0.180
H  0.359  -1.211  1.215
H  1.070  0.335  2.278
H  -0.503  -0.440  -1.301
H  0.075  2.048  -0.149
H  -0.579  1.680  -1.500
H  -2.189  1.315  0.212


y:
Density functional theory data (wB97M-V/def2-TZVPD) for a single C4H9NO3 molecule.

The calculation puts the frontier orbital gap at 10.0 eV. Its spin multiplicity is 1. Its SMILES is NC[C@@]1(O)[C@H](O)[C@@H]1O.

Element x y z (Å)
N  2.472  -0.769  -0.167
C  1.858  0.565  0.098
C  0.388  0.217  -0.010
O  -0.140  1.555  0.176
C  -0.669  -0.582  -0.923
O  -1.932  0.096  -1.066
C  -0.467  -0.934  0.624
O  -1.580  -0.377  1.204
H  3.436  -0.614  0.335
H  2.551  -0.970  -1.165
H  2.007  1.497  -0.662
H  2.123  1.115  1.060
H  -0.815  1.519  -0.579
H  -0.524  -1.326  -1.792
H  -2.395  -0.130  -0.121
H  0.026  -1.914  1.078
H  -1.156  0.424  1.769


The structure with the greatest stability is x.